Entry 1:
Here is a structure of composition C50H50CsF6NO4P2S3SbSi at a distorted geometry from OMol25. Energies are from ωB97M-V/def2-TZVPD.

Last column: Mulliken charge in e.
Atoms and positions in Å:
C (7.4547, -1.5375, 3.5162)  -0.440
H (-0.9423, 7.1915, -2.0032)  0.330
H (1.6723, -3.8642, 0.3502)  0.375
H (1.5482, 3.2438, -4.1383)  -0.012
H (-4.4233, 4.4034, 1.3633)  0.433
H (-1.2697, 3.8188, -6.6259)  0.436
H (8.4571, -1.7035, 3.8853)  0.371
H (2.5135, 0.8546, 4.1215)  0.364
H (1.2475, -1.6691, 0.1113)  -0.138
H (0.3324, 1.7533, -2.7254)  0.460
H (5.4335, 4.9872, -3.8049)  0.358
H (2.6274, -6.0163, 1.0444)  0.438
C (-0.2323, 1.0522, -5.5613)  -1.220
Sb (-0.0263, 4.1289, -1.4226)  0.293
C (4.7863, -1.7193, -2.6151)  0.078
H (1.0297, 5.4268, 1.3367)  0.124
C (3.9874, 5.6192, -2.3528)  -0.801
C (2.8789, 1.5425, 3.3660)  -0.619
H (5.7613, 0.4621, 1.3831)  0.345
F (-5.7240, -1.4061, -1.7703)  -0.250
H (-0.3834, 0.0667, -5.1266)  0.273
H (-5.0764, 4.9479, -2.8221)  0.444
C (4.0539, -5.7713, -2.0031)  -0.531
H (-2.6515, 4.7142, -3.2171)  0.396
H (6.5749, -3.0501, 4.7468)  0.392
H (3.9015, 1.5664, 0.1382)  0.393
C (3.7501, -6.2903, -0.7555)  -0.576
C (3.3687, -1.2448, 0.2420)  -0.800
C (3.5102, 3.7421, 2.6791)  -0.344
H (2.1266, -0.2640, -4.0994)  0.238
C (-3.0587, 1.8998, -4.6707)  -0.944
C (5.4978, -0.0643, -4.2048)  -0.612
C (3.5213, 4.0706, -4.1147)  -0.744
H (4.0959, -0.5865, -0.2378)  0.462
H (-0.2105, 9.5172, 1.5052)  0.352
S (-2.1358, -2.3762, 0.9362)  1.038
F (-3.2120, -4.8048, 1.3213)  -0.213
N (-3.2894, -2.0277, -0.0515)  -0.395
H (4.2857, -2.6437, 3.9139)  0.366
H (-0.5605, 1.0078, -6.5963)  0.402
Cs (-0.8200, 0.5404, 0.7970)  1.788
C (6.3973, -2.2889, 3.9995)  -0.553
C (3.6796, 1.9083, 1.1371)  -0.375
F (-3.9536, -3.2935, 2.6575)  -0.209
C (5.7990, -1.0330, -3.2621)  -0.730
C (3.5323, -4.5506, -2.3915)  -0.588
C (5.1133, -2.0585, 3.5346)  -0.471
C (-4.7457, -0.5233, -1.5593)  0.648
H (0.8379, 1.2466, -5.5697)  0.193
C (4.4113, 4.9046, -3.4607)  -0.592
C (0.4827, 7.4855, 1.5594)  -0.553
H (3.9344, 0.9582, -5.2508)  0.459
C (1.7946, 4.6409, -2.5408)  0.445
H (-3.2182, 0.8766, -4.3481)  0.176
C (2.2260, 3.9252, -3.6429)  0.086
O (-1.0168, -3.0009, 0.3105)  -0.680
C (-2.8678, -3.7198, 2.0150)  0.390
H (3.6348, 4.7936, 2.8977)  0.436
C (3.8272, 3.2538, 1.4256)  -0.782
C (-1.0835, 4.0159, -5.5720)  -1.251
S (-4.0174, -0.6398, 0.1598)  1.079
F (-1.9825, -4.1017, 2.9419)  -0.210
C (-0.1295, 8.5787, 0.9703)  -0.520
H (-3.6786, 2.5353, -4.0476)  0.215
C (3.0216, 2.8843, 3.6516)  -0.739
H (4.7013, -6.3172, -2.6761)  0.401
C (5.9389, -0.3210, 2.1062)  -0.244
C (3.4547, -1.4430, -2.9086)  0.285
H (5.0399, -2.4730, -1.8827)  0.425
C (4.1756, 0.2118, -4.5088)  -0.225
H (3.8466, 3.5167, -4.9851)  0.352
Si (-1.2122, 2.3778, -4.5679)  0.673
C (2.0428, -1.2428, -0.5067)  0.501
H (-0.1113, 4.4904, -5.4874)  0.343
C (3.2209, 1.0361, 2.1141)  1.058
C (2.7197, -3.8166, -1.5287)  0.569
H (3.7849, -2.2585, 0.2710)  0.487
C (2.6836, 5.4941, -1.9068)  -0.328
S (0.9046, 2.8998, 0.2534)  -0.490
C (-2.6770, 4.3443, 0.1226)  -0.390
C (-4.9051, 4.6602, -0.7058)  -0.587
H (6.2933, 0.4729, -4.7022)  0.394
H (4.1684, 3.9263, 0.6526)  0.308
H (4.6776, 6.2658, -1.8258)  0.436
C (-4.4061, 4.7661, -1.9916)  -0.536
C (4.8706, -1.0747, 2.5826)  0.549
C (-0.6417, 8.4635, -0.3133)  -0.656
C (3.1619, -0.4744, -3.8641)  -0.688
F (-3.7963, -0.7546, -2.4672)  -0.224
P (3.1234, -0.7933, 2.0313)  -0.261
H (-1.1231, 9.3190, -0.7751)  0.374
C (-4.0368, 4.4591, 0.3545)  -0.689
O (-5.1105, -0.6656, 1.0711)  -0.637
H (2.3547, 6.0491, -1.0383)  0.305
H (3.7625, -4.1538, -3.3716)  0.477
C (-3.0467, 4.6349, -2.2154)  -0.589
F (-5.2453, 0.6907, -1.8039)  -0.198
C (-0.5466, 7.2602, -0.9949)  -0.432
H (-5.9682, 4.7444, -0.5297)  0.368
H (2.7551, 3.2636, 4.6296)  0.390
O (-1.8397, -1.3230, 1.8708)  -0.863
O (-3.1188, 0.4703, 0.2079)  -0.938
C (0.0514, 6.1481, -0.4124)  -0.020
H (0.8980, 7.5709, 2.5578)  0.420
H (1.7577, -0.2178, -0.7664)  0.026
C (-0.5579, 2.3863, -2.7897)  -0.265
P (1.9955, -2.2255, -2.0911)  -0.343
H (8.0407, 0.0430, 2.1920)  0.403
H (-1.3241, 1.9181, -2.1626)  0.127
H (6.8310, -1.2548, -3.0267)  0.401
C (2.8909, -5.5984, 0.0829)  -0.709
C (-2.1791, 4.4041, -1.1660)  0.305
H (-1.9858, 4.2094, 0.9496)  0.487
H (4.1723, -7.2364, -0.4448)  0.376
C (7.2210, -0.5535, 2.5679)  -0.748
H (-3.4164, 1.9854, -5.6935)  0.353
C (2.3678, -4.3756, -0.3010)  -0.283
H (-1.8264, 4.7414, -5.2537)  0.396
C (0.5578, 6.2837, 0.8755)  0.170

Calculated values
E_LUMO: 0.0731 Ha
Net charge: -1



Entry 2:
Here is a structure of composition C50H51Cl3GeLuP3S3Te at a distorted geometry from OMol25. Energies are from ωB97M-V/def2-TZVPD.

Last column: Löwdin spin population.
Atoms and positions in Å:
H (-7.8753, 0.1861, -0.5460)  0.000
H (6.7817, -4.3080, -2.6563)  0.000
H (-0.2022, -4.6392, 3.2138)  0.000
C (3.2769, -0.7042, 2.3100)  0.001
H (-0.9709, -2.3472, 5.3599)  0.000
C (-2.3101, -2.4092, 3.6665)  0.000
H (1.9031, -5.6423, 4.0456)  0.000
H (0.6222, -0.8690, 4.2403)  0.000
C (4.3711, -0.4143, 4.4113)  0.000
C (0.6575, -3.7219, 1.4935)  0.000
H (-0.7437, -1.8163, -1.9828)  0.000
C (-6.8336, 0.4713, -0.6459)  0.000
H (-1.7965, -0.8190, 0.6849)  0.000
H (1.7576, 7.2890, -3.1104)  0.000
C (2.9904, -4.0010, 1.2282)  0.000
H (3.9742, -3.8929, 0.6741)  0.000
C (-2.4928, 0.6628, -2.7157)  0.001
H (-1.0111, -6.6844, -2.0614)  0.000
C (-2.5568, -1.9296, 2.3444)  0.000
C (-1.1897, -2.0260, 4.3322)  0.000
H (4.7413, -5.7350, -3.0618)  0.000
H (0.4010, 5.2679, -2.4335)  0.000
H (3.6048, 7.9182, -1.7752)  0.000
C (1.3616, 5.4756, -1.9572)  0.000
H (-3.5281, -2.1758, 1.8987)  0.000
C (-3.5204, 4.6826, -0.6275)  0.000
H (-6.3448, -1.6453, -0.5482)  0.000
C (5.6887, -2.7519, -1.7285)  0.006
H (-1.7761, 3.2220, -2.2369)  0.000
C (3.4338, -4.2097, -2.3458)  0.001
H (-5.5406, 3.1816, 1.6167)  0.000
C (-1.8281, 2.9478, -1.1809)  0.000
P (0.8488, 0.2574, 1.5385)  -0.001
C (2.3569, 0.7185, 3.9586)  0.000
H (-3.5390, 1.3837, 0.5306)  0.000
Lu (1.3642, 0.5651, -1.4613)  0.065
C (1.9949, 6.6263, -2.2890)  0.002
C (0.7118, -4.5092, 2.6456)  0.000
C (-1.9684, -3.5877, -2.5785)  0.000
H (-0.7329, 2.1313, 1.4547)  0.000
C (-5.2307, 2.6084, 0.7602)  0.000
H (6.6176, -2.1470, -1.5993)  0.000
P (1.6918, -2.5968, -0.9194)  0.005
H (1.0729, 4.0971, 1.7453)  0.000
C (5.8144, -3.9771, -2.3930)  0.001
H (4.6067, 6.4749, -0.1361)  0.000
H (-6.6371, 1.3156, -1.3444)  0.000
H (3.3174, 0.9602, 5.7767)  0.000
P (0.9599, 3.1783, -0.4562)  0.028
Cl (0.9819, -0.7101, -3.8759)  0.001
H (-5.6964, 3.2690, 0.0183)  0.000
C (3.0498, -4.7717, 2.3942)  0.000
C (3.1342, 6.9571, -1.6422)  0.000
C (1.2243, 3.0828, 1.3615)  0.001
C (4.4267, -2.2832, -1.2963)  0.054
C (-0.8308, -5.5951, -2.0709)  0.000
H (-3.0431, -3.0461, 4.1285)  0.000
Te (3.9547, 1.1447, -1.2792)  0.726
C (4.6733, -4.7231, -2.6971)  0.003
C (-3.9572, 0.4792, -2.4578)  0.000
C (-2.4854, 5.4776, -0.2896)  0.000
C (-1.6182, -1.1098, 1.7239)  0.000
H (-4.4675, 5.0137, -0.8061)  0.000
C (3.4125, 0.4740, 4.8187)  0.000
S (-6.2660, 1.1345, 0.9859)  0.000
H (-2.8086, -2.9860, -2.9014)  0.000
H (-0.4717, 5.6087, 0.4572)  0.000
H (3.4644, 4.2694, 0.4553)  0.005
C (3.7161, 6.1895, -0.6253)  0.001
H (-2.3632, 1.4797, -3.3932)  0.000
H (-2.7995, -5.4881, -2.8975)  0.000
H (1.0858, -5.4837, -1.1154)  0.000
Cl (-1.7288, 0.7915, -5.8253)  0.000
H (-4.3465, 1.4335, -2.3135)  0.000
H (-2.5793, 6.5431, -0.1344)  0.000
H (5.1570, -0.7088, 5.1297)  0.000
H (2.2670, 2.7300, 1.5685)  0.001
C (-1.9299, -4.9611, -2.6142)  0.000
C (1.8011, -3.4300, 0.7466)  0.000
C (-3.7027, 2.4279, 0.6054)  0.000
H (5.1963, -1.6102, 2.8290)  0.000
H (-1.9689, -0.2471, -3.0624)  0.000
C (0.3012, -3.5478, -1.5819)  0.001
S (-1.4927, 1.1070, -1.2675)  0.003
H (-3.2079, 2.7137, 1.5505)  0.000
C (-3.2459, 3.1863, -0.6573)  0.000
C (0.2309, 2.0123, 1.9561)  0.000
H (4.3968, -1.2790, -0.7752)  0.052
H (2.5297, -4.7299, -2.6127)  0.000
C (-0.7590, 3.7382, -0.4040)  0.005
H (-4.3613, 0.0866, -3.3894)  0.000
C (2.2277, 0.1420, 2.6997)  0.000
C (-0.4434, -0.7471, 2.3819)  0.000
Cl (0.4744, 2.3211, -3.4885)  0.003
H (1.5698, 1.3702, 4.3255)  0.000
Ge (0.4198, 0.9262, -5.4112)  0.000
C (4.3185, -0.9819, 3.1700)  0.000
C (1.8942, 4.6395, -0.9512)  0.012
H (3.1967, -1.1019, 1.3319)  0.001
H (-0.3558, -3.3859, 1.1526)  0.000
C (1.9081, -5.0556, 3.1325)  0.000
C (3.0840, 5.0045, -0.2992)  0.012
C (-0.3026, -1.1449, 3.7176)  0.000
H (0.0377, 2.1821, 3.0076)  0.000
C (0.2742, -4.9624, -1.5579)  0.000
H (3.9834, -5.2142, 2.6655)  0.000
C (-6.1096, -0.7904, -1.1814)  0.000
S (-4.3083, -0.7941, -1.2231)  0.000
C (-1.1864, 4.9557, 0.0104)  0.001
H (-3.8410, 2.8681, -1.5048)  0.000
C (3.3219, -3.0387, -1.6119)  0.005
C (-0.7960, -2.8789, -2.0676)  0.000
H (-6.5350, -1.0142, -2.1807)  0.000

Calculated values
2S+1: 2
E_LUMO (spin up / spin down): -0.0932 / -0.1624 Ha
⟨S²⟩: 0.75
Net charge: +1